(1)
92
Properties=species:S:1:pos:R:3:forces:R:3:lowdin_spin:R:1 method="wB97M-V/def2-TZVPD" spin_multiplicity=11 homo_lumo_gap_ev="1.54 / 1.53" total_energy_ev=-108167.0008 s_squared=30.0068 largest_force_ev_per_a=4.8 charge=-1 e_above_lowest_ev=9.292
Mn -0.53016 0.33640 1.26774 1.7 1.8 -1.3 4.63
Mn 1.36920 1.94319 -1.20301 -1.9 -0.8 -3.4 4.65
C -0.13495 4.52529 1.25927 0.3 0.1 -0.3 0.00
C 0.79150 3.33636 1.61709 -1.6 -0.5 -0.1 0.01
O 0.58226 2.16433 0.82897 0.6 1.0 1.3 0.09
H -1.16738 4.46648 1.60382 0.0 -0.3 0.1 0.00
H -0.16321 4.70189 0.18405 -0.1 -0.5 -0.1 0.00
H 0.28041 5.46094 1.63362 0.1 0.1 0.5 0.00
H 0.63763 3.05226 2.65811 -0.4 0.1 0.6 0.00
H 1.77973 3.79144 1.68344 0.8 -0.5 -0.8 0.00
O 0.12426 0.44643 -5.27853 2.3 -1.4 0.3 0.00
C 1.22019 -0.30673 -4.77325 -2.3 2.4 0.8 0.00
C 2.39704 0.51395 -4.05933 -1.6 2.3 -1.0 0.01
O 1.99204 1.66966 -3.27942 0.8 -2.1 1.2 0.07
H 1.66123 -0.99384 -5.49538 0.7 -0.3 -0.7 0.00
H 0.83824 -0.95433 -3.98406 -0.2 -0.8 0.8 0.00
H 2.93660 0.93984 -4.90525 0.5 0.2 -0.5 0.00
H 3.12076 -0.16135 -3.60293 0.2 -0.6 0.8 0.00
B 0.47656 -0.37042 -0.60446 0.6 -0.6 -0.9 0.08
H 0.24994 -1.11874 0.13912 -0.8 -3.2 2.8 0.01
H 0.66559 -0.87419 -1.53972 0.6 -1.6 -3.2 0.01
H -0.35183 0.31297 -0.70937 -2.9 2.5 -0.8 0.01
H 1.37204 0.12374 -0.26071 3.2 1.6 1.3 0.01
B -0.60723 2.85210 -2.54928 -0.1 0.1 -0.2 0.03
H -0.56705 2.46976 -1.54110 -0.5 -1.2 4.6 0.01
H -0.79244 1.99765 -3.18162 -0.5 -3.2 -2.3 0.00
H -1.36880 3.57470 -2.79850 -3.2 3.2 -0.2 0.01
H 0.36766 3.23076 -2.81466 3.6 1.6 -1.1 0.01
C 1.84559 5.11363 -1.37522 0.7 0.3 -1.0 0.01
O 2.30031 3.78208 -1.19108 0.0 0.9 1.6 0.04
C 3.66538 3.69550 -0.88733 0.8 -1.0 -1.2 0.00
C 4.02450 2.39275 -0.19138 -0.9 0.1 1.2 0.00
O 3.31188 1.24310 -0.65982 3.2 0.0 0.1 0.04
C 4.16463 0.05643 -0.64015 -2.2 -0.1 0.5 0.01
H 2.50349 5.47147 -2.16719 -0.4 0.5 -0.4 0.00
H 2.00984 5.77819 -0.52700 0.1 -0.3 0.6 0.00
H 0.79597 5.14029 -1.66798 0.3 -0.4 -0.2 0.00
H 4.02341 4.51657 -0.26624 -0.1 0.2 0.1 0.00
H 4.22858 3.63530 -1.81861 -0.1 0.6 -0.4 0.00
H 3.72917 2.52137 0.84994 0.1 -0.2 0.5 0.00
H 5.10653 2.26689 -0.22977 0.0 -0.1 -0.2 0.00
H 5.11763 0.10579 -1.16689 -0.4 0.4 -0.3 0.00
H 3.47668 -0.71276 -0.99111 0.4 -0.1 -0.7 0.00
H 4.31550 -0.23412 0.39953 0.5 0.3 0.3 0.00
C -1.41501 -2.76668 2.24097 2.0 -0.8 0.6 0.01
O -1.55526 -1.54191 1.59517 -1.6 -0.8 0.2 0.03
C -2.72804 -1.62543 0.82072 -1.6 1.2 -0.9 0.00
C -2.81290 -0.51047 -0.19822 1.2 -1.0 0.0 0.01
O -2.39883 0.70524 0.43880 -1.3 -1.2 -0.1 0.05
C -3.04735 1.81354 -0.11825 -0.6 1.1 0.0 0.01
H -1.03740 -3.47016 1.49892 0.0 -0.4 0.1 0.00
H -2.26477 -3.21437 2.75633 -0.6 0.5 -0.3 0.00
H -0.64492 -2.63455 3.00097 0.2 -0.1 -0.1 0.00
H -3.59209 -1.49799 1.47286 -0.1 -0.4 0.4 0.00
H -2.84087 -2.53543 0.23143 0.3 -0.5 0.3 0.00
H -3.81345 -0.52663 -0.63033 -0.1 0.6 0.2 0.00
H -2.11878 -0.78001 -0.99424 0.1 0.5 -0.3 0.00
H -2.81277 2.67772 0.50324 0.4 0.1 -0.3 0.00
H -4.12012 1.66056 -0.00054 -0.3 0.0 -0.3 0.00
H -2.75125 1.95010 -1.15834 0.1 0.3 0.0 0.00
C -3.18914 -6.17674 1.07221 -1.2 -0.9 0.5 0.00
O -3.22286 -5.69800 -0.24991 -0.5 -0.2 1.1 0.00
C -2.01544 -5.95978 -0.89710 0.1 -0.1 -0.8 0.00
C -2.04098 -5.31826 -2.28326 0.1 1.6 1.0 0.00
O -1.99369 -3.87741 -2.16446 -0.3 -1.2 -0.3 0.00
C -0.69509 -3.34252 -1.99859 -0.3 0.6 0.2 0.00
H -2.50412 -5.72169 1.78760 0.1 0.9 -0.3 0.00
H -2.96529 -7.23288 1.22245 0.5 -0.6 -0.9 0.00
H -4.21094 -6.19643 1.45120 -0.1 0.8 0.1 0.00
H -1.90442 -7.03618 -1.02803 0.2 -0.4 0.1 0.00
H -1.23486 -5.59691 -0.22842 0.6 0.1 -0.4 0.00
H -2.99109 -5.53532 -2.77139 0.0 -0.1 0.1 0.00
H -1.22203 -5.67612 -2.90724 0.1 -0.1 0.0 0.00
H -0.79670 -2.25930 -2.06494 0.1 -0.1 -0.5 0.00
H 0.00655 -3.71485 -2.74501 0.1 0.1 -0.1 0.00
H -0.30946 -3.48500 -0.98910 0.2 -0.5 0.2 0.00
C -2.67067 1.23728 3.59494 0.9 -1.1 -0.7 0.01
O -1.38100 0.74098 3.17401 0.6 0.7 2.0 0.04
C -0.68509 0.05092 4.24540 -0.5 0.3 -1.0 0.00
C 0.77737 -0.01545 3.90546 0.3 0.0 -0.3 0.00
O 0.99197 -0.47341 2.55128 0.7 -0.2 2.5 0.04
C 2.41218 -0.53723 2.28622 -0.6 -0.2 -1.1 0.01
H -2.59231 1.70542 4.57616 0.0 0.3 -0.2 0.00
H -3.25740 0.32093 3.65935 -0.8 0.3 0.1 0.00
H -2.97912 1.90190 2.78794 -0.3 0.0 0.4 0.00
H -1.15995 -0.92400 4.35556 0.1 -0.2 0.1 0.00
H -0.76494 0.60255 5.18213 -0.2 0.1 0.1 0.00
H 1.29470 -0.63660 4.63667 -0.1 -0.6 -0.1 0.00
H 1.23213 0.95954 4.08061 0.0 0.4 -0.5 0.00
H 2.98282 -0.94348 3.12134 -0.2 0.2 0.2 0.00
H 2.73582 0.45411 1.96904 0.2 0.0 0.1 0.00
H 2.50794 -1.22253 1.44403 0.0 0.2 0.0 0.00

(2)
92
Properties=species:S:1:pos:R:3:forces:R:3:lowdin_spin:R:1 method="wB97M-V/def2-TZVPD" spin_multiplicity=11 homo_lumo_gap_ev="3.36 / 3.33" total_energy_ev=-108170.8325 s_squared=30.0194 largest_force_ev_per_a=3.1 charge=-1 e_above_lowest_ev=5.461
Mn -29.55054 21.37265 6.27920 -0.2 -1.7 1.2 4.67
Mn -29.48419 18.53435 2.44259 2.9 0.2 1.0 4.67
C -30.45745 18.15786 8.34243 0.9 -0.9 -0.9 0.00
C -29.85288 19.39221 8.98483 -0.2 -0.3 0.2 0.01
O -29.65180 20.45549 8.14602 -0.2 1.0 -0.8 0.08
H -29.72862 17.72453 7.64505 0.0 0.1 -0.1 0.00
H -31.34481 18.32743 7.72728 -0.2 0.2 0.3 0.00
H -30.61851 17.35508 9.06845 -0.3 0.2 0.2 0.00
H -28.89295 19.08179 9.43254 0.0 -0.1 0.2 0.00
H -30.53179 19.58699 9.83905 0.1 0.6 0.1 0.00
O -27.50031 18.11167 2.87392 -2.0 0.3 -0.9 0.11
C -26.56304 19.11028 2.57781 0.3 0.6 -0.2 0.02
C -25.11606 18.70716 2.10920 0.7 -1.4 0.9 0.00
O -24.51839 17.68148 2.75758 -0.5 0.0 -0.3 0.01
H -26.33197 19.78740 3.42695 -0.6 -0.2 0.5 0.00
H -26.95121 19.76708 1.77032 0.1 0.3 -0.1 0.00
H -24.45136 19.57772 2.33221 -0.6 1.0 -0.6 0.00
H -25.20034 18.58976 0.99887 0.1 -0.1 -0.2 0.00
B -31.19260 20.02781 1.73802 -0.3 0.5 -1.9 0.05
H -32.15989 20.64220 1.98093 -0.6 0.3 0.5 0.00
H -30.21351 20.44619 2.14379 1.6 1.3 0.8 0.01
H -31.25258 18.93504 2.09332 -0.9 -2.4 0.8 0.01
H -31.04661 19.94859 0.56640 0.0 0.0 -0.9 0.01
B -29.75186 19.52586 4.67704 -0.9 0.6 0.0 0.08
H -29.95993 18.43817 4.40112 -0.5 -2.3 -0.1 0.02
H -29.08679 19.95579 3.85384 1.3 1.1 -0.8 0.02
H -30.78659 20.07957 4.66208 -0.7 0.4 0.0 0.01
H -29.27573 19.51854 5.73189 1.0 -0.3 1.2 0.01
C -24.74610 17.77514 6.42154 1.0 0.2 0.7 0.00
O -25.83566 17.21882 5.78218 -0.3 0.0 -0.4 0.00
C -26.77154 16.69877 6.67088 -0.1 0.4 0.9 0.00
C -27.95009 16.07987 5.93991 0.8 1.0 -0.6 0.00
O -27.44442 15.25083 4.90285 -0.6 -0.4 0.3 0.00
C -28.06739 13.99201 4.88836 0.2 0.0 0.7 0.00
H -24.96067 18.58946 7.13960 -0.6 -0.2 0.1 0.00
H -24.04362 18.25048 5.73747 -0.3 -0.5 -0.6 0.00
H -24.21192 17.00187 6.99443 0.1 0.0 0.0 0.00
H -27.08448 17.53387 7.32414 -0.5 -0.1 0.0 0.00
H -26.36807 15.96319 7.38896 0.5 -0.2 -0.3 0.00
H -28.51001 16.90043 5.48510 -0.2 -0.1 -0.1 0.00
H -28.56994 15.54969 6.66861 -0.1 -0.1 -0.1 0.00
H -27.92902 13.52847 5.87706 0.0 -0.3 -0.1 0.00
H -27.58931 13.37213 4.13320 0.0 0.1 -0.1 0.00
H -29.15507 14.02201 4.73678 0.0 0.2 -0.3 0.00
C -28.32238 22.75377 3.57821 0.3 -0.2 0.1 0.01
O -29.41173 22.60094 4.49055 -0.2 0.3 -0.9 0.03
C -30.60054 23.25493 4.06332 -0.2 0.1 0.7 0.00
C -31.85357 22.50796 4.57081 0.4 0.7 -1.0 0.00
O -31.55578 21.94174 5.82780 -0.9 0.8 0.2 0.04
C -32.65775 21.36010 6.50996 -0.5 -1.1 0.1 0.00
H -28.62250 22.52266 2.55551 -0.1 -0.1 0.0 0.00
H -27.55640 22.04095 3.87508 0.0 0.0 0.0 0.00
H -27.91588 23.76822 3.62465 -0.1 0.1 0.0 0.00
H -30.60128 23.36061 2.97812 -0.2 -0.2 0.0 0.00
H -30.62578 24.26582 4.48983 0.2 0.1 0.0 0.00
H -32.17886 21.79324 3.81216 0.2 -0.5 0.4 0.00
H -32.64488 23.26578 4.62665 -0.1 -0.1 0.4 0.00
H -32.26113 20.61887 7.20433 0.2 0.0 -0.1 0.00
H -33.30275 20.84342 5.79767 0.0 0.0 0.0 0.00
H -33.27931 22.02467 7.11857 0.3 0.6 -0.3 0.00
C -26.46885 20.82876 6.62950 -0.2 -0.4 -0.2 0.00
O -27.45698 21.85425 6.53391 0.1 1.3 -0.7 0.04
C -27.33950 22.86013 7.54365 -0.9 -1.9 1.6 0.00
C -28.40592 23.94611 7.50933 0.2 -0.3 -0.6 0.00
O -29.68646 23.42062 7.16217 0.2 0.0 0.5 0.03
C -30.72777 24.34897 7.38159 -0.6 0.3 -0.8 0.00
H -26.78350 20.00153 5.99080 0.1 0.2 -0.3 0.00
H -26.43308 20.39970 7.63403 0.1 0.4 0.2 0.00
H -25.52480 21.24766 6.28230 0.2 -0.3 0.2 0.00
H -26.32730 23.24037 7.69244 0.0 0.3 -0.6 0.00
H -27.57384 22.26150 8.43745 0.2 0.3 0.3 0.00
H -28.13453 24.70893 6.77187 -0.1 0.3 0.2 0.00
H -28.48029 24.31214 8.53559 0.3 0.5 -0.1 0.00
H -31.01406 24.48267 8.42608 0.6 0.2 0.2 0.00
H -31.64914 24.03444 6.89375 0.2 -0.6 -0.1 0.00
H -30.48010 25.27103 6.84594 0.1 0.3 0.6 0.00
C -37.11790 20.49904 7.68709 0.1 -0.5 -0.7 0.00
O -35.94075 19.89895 7.15971 0.1 -0.4 1.0 0.00
C -36.22066 18.55745 6.81769 -0.5 -0.1 -0.6 0.00
C -35.00978 17.85226 6.25960 0.4 0.3 0.2 0.00
O -34.35300 18.66646 5.32111 0.0 -0.2 0.3 0.00
C -33.24050 18.01849 4.72021 -0.2 0.5 -0.3 0.00
H -37.73376 20.64509 6.79413 -0.5 0.6 0.4 0.00
H -36.89164 21.40435 8.24465 0.2 0.2 -0.4 0.00
H -37.65657 19.85536 8.39172 0.1 -0.2 -0.1 0.00
H -37.04864 18.51960 6.09481 0.0 0.2 -0.1 0.00
H -36.57101 17.97677 7.68078 0.1 0.1 0.2 0.00
H -35.29672 16.91036 5.77634 -0.2 -0.1 0.2 0.00
H -34.36772 17.61695 7.11948 0.4 0.0 -0.2 0.00
H -32.76779 18.78892 4.11385 0.1 -0.2 -0.1 0.00
H -33.58902 17.20516 4.07536 0.1 -0.1 0.0 0.00
H -32.50645 17.65679 5.44544 -0.1 0.0 0.1 0.00